# 1
86
Properties=species:S:1:pos:R:3:forces:R:3 method="wB97M-V/def2-TZVPD" total_energy_ev=-139427.6090 orbital_gap_ev=7.3 lumo_energy_ev=-1.5 smiles="CCCCCCCC1=C(CCOCC(F)(F)C(F)(F)C(F)(F)C(F)F)C(=O)c2c(N)c(CB(O)O)c(OCCC)c(Br)c2C1=O.CC#N" e_homo_ha=-0.3223
C 1.666556 -1.193689 5.344879 -0.77 -0.31 -0.72
C 1.641416 0.376178 4.768854 -0.18 -1.70 -0.41
C 0.093330 0.650665 4.297063 -0.05 -0.08 1.10
C -0.411487 2.203358 4.440146 0.53 -0.39 0.78
C 0.352707 3.279167 3.468428 -0.96 0.62 0.28
C 0.540530 2.804146 1.911120 1.36 0.78 -0.39
C -0.194822 3.830606 0.814134 -0.74 -0.35 0.31
C -1.233853 2.983255 -0.129624 -0.12 0.01 -3.40
C -1.266354 3.058107 -1.645521 0.03 -0.69 3.56
C -0.272135 4.052123 -2.488618 -0.77 0.20 -1.17
C 0.885968 3.276401 -3.372037 0.02 0.29 -0.16
O 1.987461 4.261315 -3.623095 0.72 -1.37 -0.28
C 3.234064 3.568971 -3.987354 -0.25 0.08 0.51
C 4.321858 4.515348 -4.801736 -1.50 1.96 -0.76
F 4.890886 5.616268 -3.941458 -1.47 -3.72 -2.72
F 3.674767 5.237954 -5.959142 2.00 -2.31 3.48
C 5.500942 3.562385 -5.450884 0.09 0.35 -2.08
F 4.933070 2.425634 -6.268196 1.63 3.65 2.80
F 6.274346 4.392225 -6.447710 -2.06 -2.76 3.40
C 6.509011 2.880238 -4.351912 2.16 -1.50 1.60
F 7.219880 3.883036 -3.479044 -2.76 -2.96 -2.91
F 5.864771 1.871055 -3.462742 1.41 3.52 -2.70
C 7.740428 2.063328 -5.134602 0.77 -1.28 1.70
F 7.300251 0.750432 -5.663351 1.23 4.26 1.53
F 8.764646 1.758741 -4.066997 -3.07 0.83 -3.25
C -2.352612 2.091691 -2.472396 -2.39 1.28 -3.42
O -2.988951 2.491039 -3.596411 4.36 -2.55 7.22
C -2.619868 0.604762 -1.754744 -0.56 -3.17 1.70
C -2.910435 -0.783055 -2.578248 0.33 1.05 3.07
N -2.977368 -0.652268 -4.113851 -0.16 -2.30 2.54
C -3.120959 -2.241583 -1.789998 0.78 3.34 1.60
C -3.414456 -3.546647 -2.737810 -0.40 0.92 0.02
B -2.473399 -4.859835 -2.428821 0.90 -1.80 0.89
O -3.170548 -6.184222 -2.262334 1.41 2.64 2.25
O -1.007395 -4.874981 -2.257385 -3.43 -1.11 1.27
C -3.046162 -2.253486 -0.138871 0.03 1.96 -0.88
O -3.244746 -3.490653 0.632909 -0.40 3.17 -2.14
C -4.646252 -3.675353 1.041147 -0.89 -1.15 1.01
C -4.625292 -4.136947 2.638567 0.13 -0.05 0.32
C -3.338149 -5.153322 2.928999 0.01 0.43 0.63
C -2.788609 -0.871113 0.764968 -0.27 0.75 -4.86
Br -2.756151 -0.914172 2.801186 -0.06 -0.05 -3.08
C -2.588885 0.527896 -0.084089 -0.09 -1.70 -0.93
C -2.303934 1.986824 0.682639 -2.18 0.60 3.19
O -2.905140 2.315694 1.830341 4.00 -1.91 -7.04
H 0.718502 -1.760627 4.893053 2.13 1.25 0.97
H 2.601623 -1.801013 4.955399 -1.72 1.35 1.11
H 1.541124 -1.248351 6.511789 0.49 0.15 -2.27
H 2.036891 1.083589 5.613097 -0.79 -1.11 -1.86
H 2.338533 0.350433 3.804467 -1.34 0.52 2.22
H -0.592531 0.010114 5.035069 1.37 1.40 -1.60
H -0.049878 0.173389 3.237894 0.20 1.10 1.97
H -0.159026 2.531637 5.559873 -0.57 -0.72 -2.34
H -1.581969 2.209452 4.366927 2.29 0.20 -0.27
H 1.372681 3.624111 3.976551 -2.08 -1.03 -1.28
H -0.325373 4.260420 3.459710 1.47 -2.07 0.03
H 1.705542 2.908285 1.672097 -2.50 -0.41 0.46
H 0.276150 1.680602 1.697510 0.27 2.27 0.58
H 0.646537 4.404792 0.226489 -1.94 -1.35 0.84
H -0.832969 4.655633 1.375107 1.27 -1.82 -1.03
H 0.245719 4.892326 -1.860165 -1.07 -1.93 -0.93
H -0.954027 4.618316 -3.287839 1.40 -1.25 1.81
H 1.350309 2.372543 -2.791873 -1.10 1.49 -1.09
H 0.471697 2.999560 -4.445379 0.72 0.14 2.38
H 3.761850 3.248769 -2.975927 -0.81 0.43 -2.23
H 2.951526 2.645457 -4.659988 0.98 1.76 1.18
H 8.221525 2.780677 -5.924076 -0.83 -1.90 1.33
H -2.194937 -1.266315 -4.471958 -1.01 0.88 0.42
H -3.858843 -1.188117 -4.365765 1.29 0.95 0.20
H -3.228356 -3.269395 -3.883326 -0.48 -0.30 2.52
H -4.570935 -3.815833 -2.617794 2.61 0.43 -0.33
H -3.178827 -6.301110 -1.247375 -0.14 -0.06 -2.28
H -0.842941 -5.650995 -1.613990 -0.14 1.59 -1.81
H -5.064337 -4.592275 0.403439 0.73 2.02 1.30
H -5.284407 -2.715070 0.840852 1.26 -1.83 0.45
H -4.498018 -3.219754 3.379299 -0.28 -1.80 -1.86
H -5.666337 -4.637247 2.936917 2.28 0.94 -0.92
H -2.396245 -4.499376 3.258272 -2.19 -1.53 -1.09
H -3.565741 -5.859024 3.850460 0.30 1.41 -1.94
H -3.072460 -5.818428 2.002632 -0.55 1.29 1.74
C 0.403088 -5.803005 5.744341 -0.58 1.00 -0.50
C -0.303543 -4.597847 5.145473 -3.84 6.60 -3.23
N -0.889742 -3.598143 4.648579 4.76 -8.01 4.09
H 0.512634 -5.672173 6.824432 -0.07 0.09 -0.20
H -0.177928 -6.709214 5.552526 0.01 0.22 -0.03
H 1.394512 -5.914311 5.296803 -0.19 0.12 0.01

# 2
76
Properties=species:S:1:pos:R:3:forces:R:3 method="wB97M-V/def2-TZVPD" total_energy_ev=-43387.0607 charge=-1 orbital_gap_ev=6.0 lumo_energy_ev=2.0 e_homo_ha=-0.1466
C -3.139338 3.976606 2.155486 -0.57 0.43 -1.13
O -2.940890 2.533437 1.951598 -0.26 2.19 1.37
C -1.951326 1.964593 2.879377 0.37 -1.90 0.54
B -0.370588 2.262406 2.441296 -1.27 0.52 -0.11
C -0.146304 2.266281 0.797052 0.59 1.10 -1.11
C -0.274194 3.751751 0.105415 -2.36 0.27 -3.09
C 0.400225 5.140759 0.664461 0.43 -0.15 0.03
N -1.039589 3.853554 -1.046185 2.82 -0.13 3.72
H -3.895852 4.335033 1.304614 1.59 -0.87 1.76
H -2.177262 4.631149 2.018879 -1.50 -1.45 0.34
H -3.634767 4.271636 3.173759 0.94 -0.84 -1.49
H -2.166796 2.239632 4.012315 0.05 -0.32 -2.03
H -2.063881 0.777417 2.827650 -0.40 2.62 -0.03
H 0.284346 1.402604 2.940847 0.56 -0.54 0.39
H -0.086907 3.336537 2.890321 0.52 0.62 0.30
H -0.946414 1.565331 0.307364 1.74 1.38 0.36
H 0.973699 1.906053 0.622543 -2.28 0.67 -0.02
H -0.057964 6.100324 0.130039 0.88 -2.24 0.88
H 0.255914 5.300461 1.819573 0.41 -0.65 -2.27
H 1.566891 5.102499 0.420428 -2.50 0.13 0.70
H -1.053714 4.832617 -1.410456 0.14 -0.65 0.72
N -1.376858 4.609015 -5.646205 -0.71 -0.60 0.24
C -1.194538 3.849340 -4.543932 0.03 0.57 -0.73
C -2.135424 2.954107 -4.060778 -0.31 -0.25 -0.09
C -3.339606 2.831220 -4.745864 0.11 0.03 0.00
C -3.557692 3.601539 -5.883476 0.10 -0.07 0.16
C -2.555024 4.466573 -6.291258 0.77 0.13 0.38
H -0.240503 3.983588 -4.042481 -0.14 -0.08 0.06
H -1.934397 2.367298 -3.171677 0.04 0.23 0.01
H -4.101757 2.140792 -4.396459 0.10 0.08 -0.01
H -4.485650 3.529417 -6.439315 0.07 0.03 0.02
H -2.676048 5.086477 -7.175215 -0.04 -0.04 0.04
N -1.390966 -1.048753 4.106088 0.81 -1.08 0.25
C -0.355385 -0.953143 4.968516 -0.84 0.08 -0.61
C 0.689325 -1.861917 5.021990 -0.02 -0.24 -0.20
C 0.671484 -2.937839 4.140756 -0.05 0.07 0.01
C -0.382628 -3.064648 3.241934 0.24 -0.05 0.15
C -1.379890 -2.102883 3.261608 -0.07 0.87 0.63
H -0.388467 -0.098396 5.637822 0.04 -0.04 -0.10
H 1.497007 -1.734171 5.733739 -0.06 0.03 -0.06
H 1.472384 -3.671347 4.153998 -0.06 0.04 0.00
H -0.426030 -3.891968 2.542702 -0.01 0.07 -0.03
H -2.221901 -2.155790 2.577117 0.08 0.00 0.01
N 0.582587 -4.874063 0.159940 0.82 -0.20 -0.61
C 0.425444 -5.553174 -0.997414 -0.04 0.45 0.83
C 1.451255 -5.786622 -1.899278 0.27 0.08 0.00
C 2.715956 -5.290997 -1.600302 -0.02 0.02 0.07
C 2.908889 -4.585886 -0.416786 -0.05 -0.18 -0.25
C 1.822059 -4.406564 0.423782 -0.88 -0.25 -0.02
H -0.580217 -5.916880 -1.187210 0.10 0.00 -0.06
H 1.268450 -6.340989 -2.812796 -0.08 0.02 0.10
H 3.544477 -5.452989 -2.283649 -0.09 0.02 0.06
H 3.882126 -4.186370 -0.155130 -0.11 -0.01 0.00
H 1.922603 -3.866235 1.360928 0.01 0.02 -0.09
N -0.897865 -8.278909 -2.944844 -0.72 -0.66 0.33
C -0.715545 -9.038583 -1.842571 0.00 0.55 -0.73
C -1.656431 -9.933817 -1.359417 -0.24 -0.01 -0.17
C -2.860613 -10.056703 -2.044503 0.01 0.01 -0.01
C -3.078698 -9.286384 -3.182115 0.08 -0.16 0.24
C -2.076031 -8.421351 -3.589897 0.83 0.19 0.33
H 0.238491 -8.904336 -1.341120 -0.07 -0.01 0.00
H -1.455404 -10.520626 -0.470316 0.00 0.08 -0.08
H -3.622765 -10.747132 -1.695097 0.08 0.08 -0.04
H -4.006657 -9.358507 -3.737954 0.09 0.03 0.04
H -2.197054 -7.801446 -4.473854 -0.03 -0.05 0.08
N 4.045274 5.242406 1.957155 0.71 0.85 -0.30
C 4.540422 6.152226 2.824568 -0.43 -0.74 -0.56
C 5.335890 7.222565 2.448070 0.06 0.02 -0.29
C 5.647475 7.369054 1.100496 -0.01 -0.01 -0.01
C 5.153977 6.447039 0.183183 0.12 0.22 0.22
C 4.363306 5.411768 0.655376 -0.30 -0.26 0.91
H 4.272085 5.993022 3.864909 0.01 0.03 -0.07
H 5.703924 7.924622 3.187613 -0.04 -0.06 -0.04
H 6.269460 8.194908 0.767705 -0.06 -0.08 0.03
H 5.379105 6.533072 -0.873785 -0.04 -0.02 0.08
H 3.951301 4.668689 -0.021672 0.03 0.06 0.03

# 3
81
Properties=species:S:1:pos:R:3:forces:R:3 method="wB97M-V/def2-TZVPD" total_energy_ev=-329976.5782 charge=+1 orbital_gap_ev=5.5 lumo_energy_ev=-5.1 e_homo_ha=-0.3863
Tc -0.961568 -0.461723 0.112157 0.78 0.35 1.84
N -3.322524 -1.066029 3.782072 0.03 0.02 0.04
C -2.633354 -1.192097 2.621588 0.04 0.02 0.15
S -2.614276 0.221297 1.581394 -0.08 0.07 -0.64
N -2.060788 -2.303141 2.331445 0.00 -0.03 -0.05
N -1.349787 -2.272600 1.134419 0.03 0.20 0.11
C -1.016388 -3.468163 0.747372 -0.08 0.03 -0.14
C -0.332819 -3.824251 -0.444316 0.01 -0.02 0.12
C -0.170706 -5.203133 -0.710426 0.03 -0.03 0.00
C 0.546682 -5.639267 -1.789865 -0.01 0.03 0.00
C 1.140813 -4.688579 -2.637104 -0.02 -0.02 0.01
C 0.996917 -3.343137 -2.407519 0.02 0.04 -0.03
C 0.239023 -2.874457 -1.317853 -0.03 -0.02 -0.10
O 0.128498 -1.581255 -1.158400 -0.34 0.07 -0.46
H -3.949582 -0.289494 3.893786 -0.02 -0.01 -0.01
H -3.524288 -1.906557 4.298275 0.00 0.00 -0.01
H -1.321707 -4.272315 1.411731 -0.02 0.01 0.00
H -0.637479 -5.914404 -0.039561 0.03 0.00 0.02
H 0.658281 -6.695409 -1.988051 0.00 0.00 -0.01
H 1.714007 -5.021610 -3.492855 0.02 0.00 0.01
H 1.455714 -2.608317 -3.055607 -0.01 -0.01 -0.02
C -1.546937 4.113151 -1.945565 -0.06 -0.04 -0.03
C -1.731451 2.935358 -0.988232 0.05 0.02 0.10
C -1.509148 3.406836 0.449977 -0.01 -0.06 0.02
P -0.631532 1.499238 -1.360837 -0.31 -0.08 -0.21
C -0.534778 1.430525 -3.202028 0.14 -0.16 0.14
C -1.865834 1.323007 -3.940259 0.02 -0.04 -0.09
C 0.428097 0.340760 -3.671362 0.02 0.00 0.00
C 1.027882 2.020653 -0.884699 0.01 0.02 0.12
C 1.853208 2.963738 -1.482001 0.02 -0.02 0.00
C 3.084565 3.288172 -0.920011 -0.02 0.01 -0.02
C 3.989546 4.301543 -1.561169 0.02 -0.02 0.02
C 3.464737 2.649264 0.262522 -0.01 0.01 0.03
C 2.662827 1.700643 0.869764 0.00 -0.01 -0.02
C 1.445375 1.381854 0.276161 -0.04 0.05 0.03
N 0.580884 0.404699 0.794631 -0.30 -0.13 -0.16
C 0.919936 -0.340503 1.973070 -0.07 -0.12 0.01
C 0.457200 0.102868 3.231485 0.09 0.08 0.00
C -0.115582 1.475311 3.419351 -0.06 -0.01 0.02
C 0.668042 -0.713399 4.327908 0.02 0.02 0.01
C 1.361295 -1.917621 4.228682 0.03 0.02 0.01
C 1.584303 -2.765613 5.446277 -0.03 0.00 -0.01
C 1.912100 -2.262624 3.000510 -0.01 0.00 -0.01
C 1.734348 -1.480284 1.869484 0.07 0.01 -0.06
C 2.508668 -1.818268 0.623894 0.02 0.05 -0.02
H -2.179133 4.937309 -1.612347 0.00 0.01 -0.01
H -1.826671 3.880635 -2.971398 0.02 0.00 0.00
H -0.515355 4.470417 -1.933595 0.00 0.02 0.01
H -2.747740 2.534846 -1.080954 0.00 0.01 -0.04
H -0.522543 3.862912 0.556552 -0.01 0.03 -0.01
H -1.585719 2.596180 1.171178 0.02 0.00 0.00
H -2.261157 4.151931 0.711331 0.02 0.03 -0.02
H -0.095006 2.409714 -3.418122 0.00 -0.01 -0.06
H -2.155409 0.276679 -4.023047 -0.02 0.00 -0.02
H -1.744336 1.704376 -4.955962 0.00 0.04 0.02
H -2.680520 1.868316 -3.465288 0.06 0.05 0.00
H 0.003963 -0.643114 -3.476150 -0.01 0.01 0.00
H 1.396452 0.396995 -3.171973 0.01 0.01 -0.01
H 0.587806 0.439356 -4.746423 0.01 0.01 0.00
H 1.553642 3.449892 -2.402705 0.00 0.02 0.01
H 3.544758 4.720711 -2.461804 0.00 0.00 0.00
H 4.944489 3.849261 -1.832630 0.00 0.00 -0.01
H 4.204110 5.119645 -0.872397 -0.01 0.01 -0.01
H 4.416809 2.901143 0.713977 0.01 -0.01 -0.01
H 2.975182 1.201213 1.777961 0.01 0.01 0.00
H -1.141425 1.547021 3.055186 0.00 0.00 -0.01
H 0.474718 2.223913 2.887776 -0.01 0.00 -0.01
H -0.123629 1.732679 4.477073 0.03 0.01 0.00
H 0.308097 -0.384847 5.296447 0.01 0.00 0.00
H 2.221000 -2.241478 6.161211 0.00 -0.01 0.00
H 2.063693 -3.709069 5.192948 -0.01 -0.01 0.01
H 0.640105 -2.978076 5.948949 0.00 -0.01 0.00
H 2.525957 -3.153278 2.922345 -0.01 0.00 0.01
H 3.567790 -1.628107 0.813450 0.00 -0.02 0.00
H 2.213313 -1.226280 -0.236813 -0.01 0.00 0.01
H 2.407536 -2.872686 0.368382 0.02 -0.01 0.01
Se -5.379684 -2.204730 -4.234303 0.20 -0.24 -0.04
Sb -4.891198 -0.490853 -2.731233 -0.38 0.61 0.43
Se -2.765193 -0.956453 -1.464285 -0.04 -0.89 -1.16
Se -5.493305 1.884431 -3.221535 0.02 -0.03 0.24
Se -6.673816 0.694731 -1.432037 0.17 0.08 -0.07